[1]
{
  "formula": "C8H26FO5S3Zr",
  "method": "ωB97M-V/def2-TZVPD",
  "total_charge": 3,
  "e_homo_ev": -17.484,
  "homo_lumo_gap_ev": 5.32,
  "elements": ["Zr", "F", "C", "O", "H", "H", "H", "H", "C", "O", "H", "H", "H", "H", "C", "S", "O", "C", "H", "H", "H", "H", "H", "H", "C", "S", "O", "C", "H", "H", "H", "H", "H", "H", "C", "S", "O", "C", "H", "H", "H", "H", "H", "H"],
  "positions_angstrom": [[1.430679, -0.610184, -1.014239], [-0.211677, 0.329690, -0.329522], [-3.137911, 0.140629, 1.779944], [-3.059768, 0.338529, 0.378949], [-4.119894, -0.170263, 2.117628], [-2.412621, -0.609383, 2.128464], [-2.886304, 1.089455, 2.266038], [-2.144814, 0.385950, 0.102924], [0.537570, 3.219539, 0.847689], [-0.865494, 3.310236, 1.120715], [1.078662, 2.541205, 1.520198], [0.629836, 2.862250, -0.191250], [0.922447, 4.233283, 0.908747], [-1.230193, 2.432857, 0.965469], [-0.580235, 2.942929, -2.991891], [1.045252, 2.250736, -3.282009], [1.186619, 0.981777, -2.359194], [0.965572, 1.779724, -4.994133], [-0.500018, 3.170295, -1.928557], [-1.412372, 2.261165, -3.184959], [-0.813172, 3.812932, -3.607256], [0.255856, 0.977800, -5.208226], [1.950150, 1.461529, -5.332691], [0.634994, 2.667558, -5.537897], [3.371694, 0.444679, 2.784553], [2.371657, -1.011169, 2.485503], [1.694571, -0.782978, 1.071297], [0.975754, -0.586587, 3.562774], [3.191454, 1.296593, 2.132661], [4.419321, 0.153145, 2.672553], [3.272769, 0.711502, 3.838168], [0.734773, 0.449219, 3.346201], [1.280191, -0.773444, 4.593330], [0.214335, -1.321663, 3.308800], [-0.219448, -4.660899, 0.652737], [-1.039224, -3.149356, 0.113484], [0.179812, -2.275723, -0.316394], [-1.767950, -3.764143, -1.382389], [0.436087, -4.994047, -0.152501], [-0.941234, -5.466520, 0.789548], [0.315277, -4.405654, 1.561812], [-2.372274, -4.658460, -1.230332], [-1.041935, -4.043139, -2.154613], [-2.338795, -2.961591, -1.852133]],
  "forces_ev_per_angstrom": [[-6.4, 1.4, 4.4], [2.3, -1.1, -1.2], [1.0, 0.6, 0.5], [-0.6, -0.5, -0.4], [-0.2, 0.0, -0.4], [-0.1, -0.1, -0.1], [-0.2, -0.1, 0.3], [0.1, 0.0, 0.2], [-1.1, 0.2, -0.5], [0.8, -0.4, 0.1], [-0.1, 0.1, 0.1], [0.5, 0.0, 0.1], [0.2, -0.1, 0.1], [-0.3, 0.1, 0.1], [-0.4, -0.9, 0.7], [0.2, 1.7, -0.8], [0.6, -2.5, 0.5], [-0.1, -1.0, -0.2], [-0.5, 0.4, -0.1], [0.3, -0.4, 0.1], [0.8, 0.2, 0.0], [-0.1, 0.1, 0.3], [0.1, 0.2, 0.1], [0.2, 0.2, 0.2], [1.2, -0.3, 0.3], [-0.5, 0.8, 0.5], [1.5, 0.7, -2.0], [0.5, -0.7, -0.5], [-0.5, -0.1, 0.0], [-0.1, -0.1, -0.2], [-0.3, 0.1, 0.0], [-0.3, 0.0, 0.2], [0.1, 0.2, 0.0], [-0.3, 0.3, 0.0], [0.1, 0.2, -0.4], [-0.2, -0.9, 0.0], [1.8, 1.0, -2.2], [0.1, 0.3, -1.4], [0.2, 0.2, 0.1], [-0.3, 0.3, 0.3], [0.0, -0.3, 0.1], [-0.2, 0.2, 0.5], [0.5, 0.0, 0.5], [-0.4, -0.1, 0.4]]
}


[2]
{
  "formula": "C9H17N2",
  "method": "ωB97M-V/def2-TZVPD",
  "total_charge": 1,
  "e_homo_ev": -13.213,
  "homo_lumo_gap_ev": 10.39,
  "elements": ["C", "C", "C", "C", "C", "C", "C", "C", "C", "N", "N", "H", "H", "H", "H", "H", "H", "H", "H", "H", "H", "H", "H", "H", "H", "H", "H", "H"],
  "positions_angstrom": [[0.780638, 0.748341, 0.588314], [-0.144910, 1.619558, 1.004976], [-0.644586, -1.366099, -2.143797], [-0.717331, -2.141566, 0.193778], [-1.395010, -1.219014, -0.880004], [0.698412, -0.107169, -0.623522], [0.030015, 2.315117, 2.332219], [-1.499153, 1.610690, 0.412311], [1.944459, -0.201221, -1.535867], [-0.423460, -0.264813, -1.335622], [0.709358, -1.815842, 0.177111], [1.768709, 0.720865, 1.191683], [-0.000156, -2.146420, -2.133066], [-1.078149, -1.158019, -3.072697], [-1.220226, -1.968548, 1.062220], [-1.015458, -3.078226, -0.123278], [-2.507695, -1.133127, -0.744600], [-0.086674, 3.350451, 2.025705], [-0.765715, 2.191741, 2.959542], [0.902831, 2.027655, 2.714913], [-2.161395, 0.770859, 0.599268], [-1.931941, 2.608925, 0.578248], [-1.480679, 1.568026, -0.616787], [2.187656, 0.921932, -1.691154], [1.773743, -0.719233, -2.389111], [2.620730, -0.706020, -0.902878], [1.207517, -1.848881, 1.061860], [1.218690, -2.431752, -0.454918]],
  "forces_ev_per_angstrom": [[1.8, 0.4, 0.5], [-0.6, -2.6, 1.3], [-2.1, 0.4, -0.8], [0.1, 2.3, -2.2], [-0.4, -1.0, 0.9], [2.0, -0.5, -0.1], [-1.7, 1.6, -4.6], [-0.7, 2.1, 0.5], [-0.8, 4.3, 3.5], [-1.5, 1.9, 1.1], [-0.1, -0.8, -0.3], [-1.5, -0.2, -1.4], [2.2, -2.2, -0.3], [-0.7, 0.2, -1.2], [-0.6, 0.6, 2.9], [0.3, -2.4, -0.5], [1.3, 0.6, -0.5], [0.8, 0.7, 0.5], [-2.2, -0.9, 1.7], [3.5, -0.5, 1.9], [0.0, 0.2, 1.1], [-0.6, -0.6, 0.5], [0.5, 0.1, -2.4], [0.2, -2.1, -0.1], [-0.5, -1.3, -2.7], [1.6, -0.1, 0.3], [-0.4, 0.1, 0.2], [-0.1, 0.0, 0.1]]
}


[3]
{
  "formula": "C27H59Cl3N6O12",
  "method": "ωB97M-V/def2-TZVPD",
  "smiles": "CCOC(=O)OC.CCOC(=O)OC.ClC(Cl)Cl.CNC(C)=O.CNC(C)=O.CNC(C)=O.CNC(C)=O.CNC(C)=O.CNC(C)=O",
  "total_charge": 0,
  "e_homo_ev": -9.027,
  "homo_lumo_gap_ev": 9.18,
  "elements": ["C", "C", "O", "C", "O", "O", "C", "H", "H", "H", "H", "H", "H", "H", "H", "C", "C", "O", "C", "O", "O", "C", "H", "H", "H", "H", "H", "H", "H", "H", "Cl", "C", "Cl", "Cl", "H", "C", "N", "C", "C", "O", "H", "H", "H", "H", "H", "H", "H", "C", "N", "C", "C", "O", "H", "H", "H", "H", "H", "H", "H", "C", "N", "C", "C", "O", "H", "H", "H", "H", "H", "H", "H", "C", "N", "C", "C", "O", "H", "H", "H", "H", "H", "H", "H", "C", "N", "C", "C", "O", "H", "H", "H", "H", "H", "H", "H", "C", "N", "C", "C", "O", "H", "H", "H", "H", "H", "H", "H"],
  "positions_angstrom": [[11.140452, 13.729955, 14.286742], [11.762137, 12.502848, 14.978621], [11.968219, 12.844460, 16.330152], [12.466601, 11.882400, 17.107093], [12.532300, 10.743405, 16.802306], [12.831653, 12.451875, 18.312944], [13.452870, 11.511858, 19.199400], [10.352181, 14.115184, 14.886135], [10.765413, 13.355881, 13.313226], [11.898068, 14.490682, 14.205987], [12.731669, 12.259797, 14.583698], [11.069896, 11.694207, 14.875377], [13.340882, 11.992101, 20.182887], [14.524024, 11.387699, 19.033140], [12.966629, 10.542503, 19.267076], [8.056591, 11.587022, 13.831847], [8.187767, 10.174238, 14.227104], [8.165772, 9.369197, 13.013193], [6.910826, 9.105061, 12.533040], [5.905874, 9.505649, 13.004825], [6.939607, 8.248275, 11.530775], [8.194125, 7.647984, 11.020736], [8.484572, 11.735605, 12.827639], [8.573961, 12.311261, 14.518628], [6.998186, 11.860329, 13.863072], [7.397841, 9.805519, 14.858552], [9.154782, 9.933530, 14.669218], [8.383759, 8.071363, 10.054997], [8.037739, 6.583826, 10.944299], [9.064105, 7.903040, 11.576983], [14.175829, 13.042103, 6.454325], [13.070331, 13.769823, 7.624842], [11.414778, 13.200963, 7.303972], [13.112665, 15.462960, 7.459145], [13.288492, 13.334006, 8.632966], [16.316700, 7.139884, 10.724608], [15.125914, 7.795603, 11.242479], [13.949970, 7.298320, 10.891092], [13.838824, 6.272954, 9.748533], [12.907652, 7.706085, 11.506958], [16.364581, 6.081077, 10.906133], [17.219214, 7.556381, 11.179130], [16.396665, 7.211162, 9.631241], [15.206064, 8.310450, 12.125574], [14.792185, 5.708617, 9.580747], [13.645970, 6.697457, 8.762110], [12.984377, 5.595659, 10.007382], [10.968155, 7.789559, 14.342341], [10.653149, 8.256415, 15.635580], [9.526801, 7.878545, 16.305637], [9.406042, 8.350260, 17.705063], [8.717880, 7.118082, 15.726406], [11.968807, 8.085977, 14.062293], [10.241310, 8.163599, 13.565956], [10.897140, 6.704239, 14.261645], [11.296532, 8.896105, 16.123934], [10.258291, 8.970365, 18.075245], [9.300574, 7.480758, 18.320441], [8.465131, 8.883398, 17.752815], [16.856063, 13.420758, 19.329762], [15.842554, 14.271089, 18.666351], [15.306356, 13.926334, 17.461510], [14.315924, 14.904358, 16.839279], [15.613340, 12.891343, 16.895714], [17.001396, 12.528797, 18.690466], [16.653603, 13.045820, 20.360562], [17.856298, 13.863122, 19.452948], [15.423396, 14.955025, 19.250893], [14.618054, 15.895249, 16.996399], [13.377855, 14.722189, 17.368946], [14.110421, 14.653150, 15.780076], [16.238815, 6.484134, 15.959736], [16.211238, 7.979028, 16.061118], [15.655200, 8.788481, 15.119928], [15.540167, 10.192734, 15.482402], [15.342906, 8.350094, 13.996761], [17.019117, 6.085289, 16.584716], [16.398285, 6.084319, 14.932776], [15.307429, 6.096928, 16.297037], [16.336580, 8.333312, 16.997671], [14.520063, 10.451233, 15.680947], [15.878961, 10.754365, 14.612705], [16.173957, 10.343722, 16.345911], [14.762288, 15.317613, 11.551231], [13.347073, 15.219863, 11.307303], [12.576832, 16.353686, 11.143335], [11.116708, 16.190023, 10.733792], [12.995037, 17.494374, 11.390047], [15.186610, 16.362377, 11.555740], [15.311404, 14.751779, 10.829284], [15.027960, 14.851064, 12.496440], [13.019158, 14.334634, 10.969278], [10.708039, 15.187753, 10.759642], [10.952195, 16.525207, 9.724066], [10.479390, 16.852825, 11.381122], [14.980026, 11.193021, 10.941796], [13.648814, 10.716276, 11.285306], [12.567693, 11.460590, 10.980950], [11.209951, 10.759113, 11.115011], [12.611943, 12.611964, 10.564575], [15.652891, 11.091504, 11.742860], [15.002607, 12.174151, 10.455843], [15.497630, 10.543809, 10.172249], [13.472261, 9.747912, 11.481273], [11.210144, 10.305994, 10.132152], [10.438328, 11.468842, 11.171745], [11.167193, 9.927994, 11.858179]],
  "forces_ev_per_angstrom": [[1.0, -1.6, -0.3], [-0.6, 1.2, -0.8], [0.3, 0.2, 1.6], [-0.3, 2.8, 1.0], [0.4, -2.0, 0.0], [-0.2, -1.5, -1.6], [0.0, 0.7, 1.5], [-0.9, 0.2, 0.4], [0.2, 0.7, 0.4], [0.2, 0.4, -0.5], [0.3, -0.3, -0.6], [-0.2, -0.9, 0.2], [0.1, -0.2, -0.2], [-0.1, 0.1, -0.5], [-0.2, 0.0, -0.4], [0.0, 2.1, 0.5], [0.7, -1.3, -0.6], [-0.7, -0.1, -0.1], [2.3, -0.9, 0.5], [-1.3, 0.8, 0.4], [0.9, -0.8, -1.0], [-1.1, 0.8, 0.1], [-0.3, 0.0, 0.3], [-0.3, -0.8, -0.4], [0.2, 0.1, -0.4], [-0.3, 0.0, 0.4], [-0.1, 0.0, 0.0], [-0.3, 0.1, -0.8], [-0.1, -0.2, 0.1], [0.3, 0.0, 1.0], [0.3, -0.3, 0.0], [-0.4, -1.8, 0.5], [-0.2, -0.2, 0.0], [0.2, 1.3, 0.4], [0.1, 1.0, -0.8], [0.9, 0.6, -0.3], [1.5, -0.7, -0.5], [-3.5, 0.9, 1.1], [0.3, -0.8, 0.5], [1.9, -0.9, -1.6], [-0.2, -0.6, 0.5], [-0.2, 0.2, -0.1], [0.0, 0.4, 0.3], [-0.3, -0.4, -0.1], [-1.1, 0.2, 0.4], [-0.3, 0.5, 0.3], [0.9, 0.6, -0.3], [-0.7, -0.2, -2.0], [0.2, 1.1, 2.2], [0.1, -1.8, -2.6], [0.2, 0.8, 0.3], [0.9, 1.4, 1.5], [0.2, 0.1, -0.1], [0.7, -0.2, 0.7], [0.1, -0.1, 0.2], [-0.5, -0.6, -0.6], [-0.7, -0.4, -0.4], [0.0, -0.5, 0.5], [-0.1, 0.3, 0.3], [0.4, -1.0, -0.1], [1.2, -1.0, 1.0], [-0.2, 0.2, -0.6], [-0.6, -2.0, 0.2], [0.1, -0.2, -0.1], [-0.2, 0.5, 0.3], [-0.7, 0.5, -0.7], [-0.4, 0.5, -0.5], [-0.4, 0.7, -0.1], [0.4, 1.5, 0.0], [-0.1, 0.3, 0.0], [0.5, 0.2, 0.7], [0.2, 0.9, -1.0], [0.0, -1.5, -0.3], [0.1, -2.0, -1.4], [0.6, 0.5, -0.2], [0.2, 0.3, 1.1], [0.4, 0.1, 0.3], [-0.1, 0.9, 0.6], [-0.9, -0.4, 0.3], [0.0, 0.1, -0.2], [-0.5, 0.2, 0.2], [0.1, 0.3, 0.2], [-0.1, 0.7, 0.1], [0.8, 0.8, 0.6], [-0.5, 1.8, -0.3], [0.3, 0.8, 0.7], [-0.5, 0.4, 0.8], [-0.2, -1.5, -0.4], [-1.0, -1.0, -0.1], [0.3, -0.3, -0.8], [-0.1, 0.1, 0.4], [-0.3, -0.3, 0.0], [0.2, -0.4, 0.2], [0.3, 0.3, -0.5], [0.8, -0.6, -0.5], [0.5, -1.3, -2.2], [0.1, 1.3, -0.7], [-0.9, -0.6, 0.9], [2.2, -1.2, 0.0], [0.3, 0.2, -0.3], [0.7, 0.5, 1.4], [-0.4, -0.1, 0.7], [-1.0, 0.3, 0.5], [0.1, -0.6, 0.2], [-0.7, -0.4, -0.4], [-1.0, 0.8, 0.3], [0.0, 0.8, -0.4]]
}


[4]
{
  "formula": "C3H2O5",
  "method": "ωB97M-V/def2-TZVPD",
  "smiles": "O=C(O)C(=O)C(=O)O",
  "total_charge": 0,
  "e_homo_ev": -10.369,
  "homo_lumo_gap_ev": 8.73,
  "elements": ["O", "C", "O", "C", "O", "C", "O", "O", "H", "H"],
  "positions_angstrom": [[-1.332115, 1.739665, -0.179128], [-1.370386, 0.550804, -0.013294], [-2.302950, -0.297537, 0.267679], [-0.050456, -0.154450, -0.311490], [-0.132608, -1.351191, -0.440164], [1.283342, 0.507317, -0.046219], [1.331019, 1.723626, -0.089997], [2.392146, -0.314701, 0.253115], [-1.893004, -1.160894, 0.576042], [2.075010, -1.242635, -0.016540]],
  "forces_ev_per_angstrom": [[-2.1, -0.3, 0.5], [3.1, 1.8, -1.5], [-1.4, -1.1, 1.4], [-0.1, -1.9, 1.7], [0.9, -0.7, -0.6], [1.8, 2.5, -0.3], [0.7, -2.5, 0.4], [-3.1, -0.5, -1.4], [-0.6, 1.2, -0.9], [0.7, 1.5, 0.7]]
}